Record 1
{
  "formula": "C24H27N3O3PTl",
  "method": "wB97M-V/def2-TZVPD",
  "charge": 2,
  "elements": ["Tl", "N", "C", "C", "C", "C", "C", "C", "C", "C", "N", "C", "H", "H", "H", "H", "H", "H", "H", "H", "C", "O", "P", "O", "C", "O", "C", "H", "H", "H", "H", "H", "H", "H", "H", "H", "C", "C", "C", "C", "C", "C", "N", "C", "C", "C", "C", "C", "C", "H", "H", "H", "H", "H", "H", "H", "H", "H", "H"],
  "coordinates": [[0.06476, -0.02398, -1.75859], [0.51527, 3.09640, -1.17877], [0.18884, 2.94986, 0.14269], [-0.71732, 3.75181, 0.83675], [-0.90060, 3.67081, 2.21745], [-0.09353, 2.76596, 2.96860], [0.84819, 1.98257, 2.34483], [1.86824, 1.26352, 3.07459], [2.84964, 0.60187, 2.40777], [2.83542, 0.60017, 0.98167], [1.90778, 1.27770, 0.28584], [0.97300, 2.02146, 0.90944], [1.41468, 2.63451, -1.49911], [-0.03608, 3.65097, -1.78465], [-1.25540, 4.46275, 0.26575], [-1.73747, 4.22296, 2.64429], [-0.18790, 2.69717, 4.06991], [1.92793, 1.32117, 4.16213], [3.65948, 0.05783, 2.88296], [3.51270, 0.00656, 0.47310], [1.79487, -3.32930, -5.13655], [2.69511, -2.73175, -4.25924], [2.34241, -2.13877, -2.79695], [3.36935, -2.75986, -1.74305], [3.17128, -4.01106, -1.11409], [3.06398, -0.62333, -2.75424], [4.45447, -0.49594, -3.23037], [2.01524, -4.39532, -5.20930], [1.89958, -2.94401, -6.18292], [0.75562, -3.26704, -4.80436], [4.15605, -4.14769, -0.63698], [3.04640, -4.85249, -1.82828], [2.28217, -3.93060, -0.41665], [4.49627, -0.55330, -4.32340], [5.17974, -1.16315, -2.70809], [4.61701, 0.52637, -2.92437], [-0.87291, -3.10145, 2.43051], [-1.06307, -3.29948, 1.03694], [-1.71092, -2.38380, 0.21893], [-2.18719, -1.13134, 0.75113], [-1.86899, -0.87217, 2.16805], [-1.31476, -1.89867, 2.97991], [-2.61182, -0.18568, -0.11153], [-3.34058, 0.91086, 0.39598], [-3.49581, 1.96313, -0.54360], [-4.50109, 2.92571, -0.38259], [-5.28285, 2.90642, 0.75979], [-5.09503, 1.93281, 1.73675], [-4.16162, 0.91320, 1.54530], [-0.37494, -3.83558, 3.07040], [-0.52166, -4.11465, 0.59740], [-1.98825, -2.64823, -0.77928], [-1.95466, 0.14126, 2.54432], [-1.26370, -1.69124, 4.06948], [-2.79121, 1.94794, -1.38545], [-4.66796, 3.60262, -1.24414], [-6.08459, 3.63906, 0.87155], [-5.76205, 1.96349, 2.56640], [-4.06155, 0.12094, 2.32592]],
  "atomic_forces_ev_per_a": [[0.556, 0.170, 0.016], [1.493, -1.906, -0.429], [0.640, -0.006, 1.263], [0.517, -0.832, -0.435], [0.670, -1.926, 0.661], [-2.235, 1.810, 0.782], [1.515, -0.332, -0.918], [-0.300, 0.300, -0.116], [0.186, -0.166, -0.962], [-3.055, 1.747, 1.044], [1.522, -1.265, -0.459], [-0.181, 0.165, 1.399], [-1.697, 1.186, 0.541], [-0.100, 0.579, -0.489], [-0.573, 0.735, -0.377], [0.557, 0.055, 0.237], [-0.005, 0.216, -0.783], [-0.380, -0.017, -0.223], [-0.181, 0.207, 0.230], [1.267, -0.902, -1.276], [-0.843, -1.074, -1.619], [1.214, 0.904, 1.428], [0.007, 1.875, -0.164], [0.069, 0.050, -0.770], [0.081, -0.596, 0.397], [-0.485, -2.154, -0.846], [-0.342, 0.570, 0.581], [0.112, -0.013, 0.096], [-0.056, 0.103, 1.102], [0.004, 0.336, -0.005], [-0.864, -0.395, 0.437], [-0.135, 0.582, 0.306], [1.171, -0.365, -0.532], [-0.002, -0.289, 0.341], [-0.844, 0.301, -0.483], [0.718, 0.245, -0.148], [-0.601, 0.774, -0.598], [0.608, 0.619, 0.092], [-0.123, -0.129, 1.343], [1.208, -0.082, 1.113], [0.193, -1.494, -0.506], [-0.915, 1.526, 0.158], [-0.920, 1.349, 2.339], [0.652, -1.334, -1.665], [-0.494, 0.498, -0.188], [1.415, -0.440, -1.600], [-0.326, 0.304, -0.198], [0.822, -0.636, -0.568], [-0.456, -0.102, 1.795], [-0.183, 0.174, -0.413], [-0.443, -0.626, -0.290], [0.185, -0.026, -0.612], [-0.026, -0.126, 0.080], [0.354, -0.193, -0.915], [-0.667, 0.130, 0.152], [0.041, -0.178, 1.001], [0.224, -0.230, 0.018], [-0.138, -0.303, 0.661], [-0.431, 0.625, -1.023]]
}

=====

Record 2
{
  "formula": "C24H27N3O4",
  "method": "wB97M-V/def2-TZVPD",
  "smiles": "COc1ccc(NC(=O)N(Cc2cc3cc(C)ccc3[nH]c2=O)C[C@H]2CCCO2)cc1",
  "elements": ["C", "O", "C", "C", "C", "C", "C", "C", "H", "H", "N", "C", "O", "N", "C", "H", "H", "C", "C", "H", "C", "H", "C", "H", "H", "O", "H", "H", "H", "C", "C", "C", "C", "C", "C", "C", "C", "C", "N", "C", "O", "H", "H", "H", "C", "H", "H", "H", "H", "H", "H", "H", "H", "H", "H", "H", "H", "H"],
  "coordinates": [[8.09957, -1.22690, -1.77325], [7.05162, -0.42883, -2.26185], [5.76965, -0.76317, -1.92490], [4.76636, 0.05419, -2.44508], [3.43749, -0.18768, -2.17397], [3.07427, -1.26501, -1.36844], [4.07500, -2.07780, -0.84675], [5.40998, -1.83571, -1.11854], [6.15321, -2.49213, -0.69413], [3.81006, -2.91511, -0.21531], [1.75094, -1.57244, -1.03909], [0.60129, -0.97494, -1.48978], [0.57494, -0.07601, -2.31053], [-0.55605, -1.48353, -0.95493], [-0.63144, -2.40862, 0.15260], [-1.68441, -2.65311, 0.29860], [-0.10857, -3.34877, -0.07680], [-0.06268, -1.86658, 1.48789], [-1.01846, -0.91485, 2.20746], [-0.45828, -0.30942, 2.92138], [-1.94544, -1.88713, 2.93761], [-2.79319, -2.15200, 2.30632], [-1.04290, -3.10847, 3.17650], [-0.72237, -3.18704, 4.22017], [-1.54149, -4.04277, 2.89495], [0.13025, -2.93944, 2.39005], [-2.32366, -1.47632, 3.87118], [-1.53790, -0.25526, 1.51824], [0.91642, -1.40642, 1.32119], [-1.80360, -1.08816, -1.59110], [-2.53216, -0.00987, -0.83623], [-2.18761, 1.29337, -0.94067], [-2.87686, 2.31206, -0.21605], [-2.54518, 3.66941, -0.30331], [-3.24687, 4.62413, 0.40090], [-4.30915, 4.21407, 1.21622], [-4.65777, 2.88820, 1.32473], [-3.94677, 1.92209, 0.61075], [-4.26219, 0.59225, 0.69855], [-3.61460, -0.43171, 0.04699], [-3.95261, -1.59052, 0.24129], [-5.02648, 0.31694, 1.30465], [-5.47922, 2.58546, 1.95794], [-4.86334, 4.95802, 1.76954], [-2.90072, 6.07844, 0.30896], [-2.66565, 6.47573, 1.29545], [-3.74489, 6.64381, -0.08393], [-2.04516, 6.23425, -0.34224], [-1.72160, 3.95643, -0.94027], [-1.36703, 1.57319, -1.58618], [-1.54693, -0.72075, -2.58742], [-2.44949, -1.96679, -1.67168], [1.65457, -2.39317, -0.46144], [2.67162, 0.44618, -2.58667], [5.05619, 0.88410, -3.06963], [9.01466, -0.78661, -2.16668], [8.13740, -1.21827, -0.67856], [8.01722, -2.26103, -2.12471]],
  "atomic_forces_ev_per_a": [[0.139, -0.110, 0.071], [-0.271, 0.143, -0.085], [-0.108, 0.063, -0.035], [0.309, -0.183, 0.123], [-0.088, 0.066, -0.045], [0.393, 0.073, -0.067], [-0.267, 0.147, -0.091], [0.318, 0.082, -0.080], [0.084, -0.034, 0.019], [-0.027, -0.087, 0.062], [-0.251, -0.354, 0.224], [-0.100, -0.332, 0.246], [0.166, 0.414, -0.335], [-0.231, 0.016, 0.031], [0.408, -0.197, 0.422], [0.035, -0.060, -0.047], [-0.068, 0.020, 0.046], [-0.036, 0.281, -0.251], [0.162, -0.165, -0.014], [0.016, 0.039, -0.048], [0.053, -0.118, -0.062], [-0.022, 0.026, 0.043], [-0.236, -0.167, 0.362], [-0.067, -0.036, -0.084], [0.029, 0.073, 0.063], [0.153, -0.033, -0.149], [-0.045, 0.005, 0.015], [0.016, 0.101, 0.021], [-0.135, -0.044, 0.008], [0.002, 0.083, -0.236], [0.183, 0.178, -0.287], [-0.173, -0.484, -0.005], [-0.406, 0.066, 0.359], [-0.216, -0.049, 0.171], [0.090, -0.014, -0.070], [0.074, -0.195, -0.085], [-0.008, -0.003, 0.004], [0.436, 0.550, -0.253], [-0.264, -0.237, 0.167], [-0.168, 0.269, 0.127], [-0.015, -0.291, -0.051], [0.161, -0.072, -0.126], [-0.095, -0.024, 0.076], [-0.075, 0.066, 0.073], [-0.035, 0.013, 0.024], [0.049, 0.095, 0.026], [-0.002, 0.106, -0.037], [0.056, 0.074, -0.033], [0.109, 0.061, -0.083], [0.129, -0.005, -0.106], [-0.142, -0.105, 0.147], [0.098, 0.101, -0.027], [-0.089, 0.114, -0.079], [-0.007, 0.022, -0.022], [0.022, 0.108, -0.081], [-0.033, -0.072, 0.055], [-0.008, -0.016, -0.038], [-0.002, 0.031, 0.027]]
}

=====

Record 3
{
  "formula": "C24H27N3O6S",
  "method": "wB97M-V/def2-TZVPD",
  "smiles": "COc1ccc(/C=C\\c2onc(C)c2S(=O)(=O)N2CCC(C(=O)NCc3ccco3)CC2)cc1",
  "elements": ["C", "H", "O", "C", "C", "C", "C", "C", "C", "H", "H", "C", "C", "C", "C", "C", "N", "O", "C", "H", "H", "H", "S", "O", "O", "N", "C", "C", "H", "H", "C", "C", "O", "N", "H", "C", "C", "C", "C", "C", "O", "H", "H", "H", "H", "H", "C", "C", "H", "H", "H", "H", "H", "H", "H", "H", "H", "H", "H", "H", "H"],
  "coordinates": [[3.86536, 3.83786, 1.29327], [3.76799, 4.91746, 1.39507], [3.55629, 3.55347, -0.05034], [3.60957, 2.26397, -0.47680], [3.91781, 1.16906, 0.32438], [3.91112, -0.10312, -0.21402], [3.61379, -0.32176, -1.55630], [3.34699, 0.78906, -2.36056], [3.33036, 2.05720, -1.83032], [3.10939, 2.91727, -2.44283], [3.12996, 0.64253, -3.40768], [3.65592, -1.64750, -2.14680], [3.36355, -2.80077, -1.53886], [2.74841, -2.94360, -0.23759], [1.59474, -2.41150, 0.30189], [1.46555, -3.07482, 1.55725], [2.46854, -3.89133, 1.73324], [3.25870, -3.82447, 0.63282], [0.38086, -2.93908, 2.55705], [0.53509, -2.05535, 3.17503], [0.37363, -3.81419, 3.20038], [-0.56933, -2.83952, 2.03816], [0.40386, -1.41332, -0.53817], [-0.89094, -1.76895, -0.00322], [0.58441, -1.57141, -1.94756], [0.84047, 0.16277, -0.16266], [0.19075, 1.12966, -1.02849], [-1.29989, 1.23530, -0.71571], [-1.76331, 0.28331, -0.97752], [-1.75400, 2.01525, -1.32922], [-1.52934, 1.55683, 0.76878], [-3.02162, 1.44692, 1.08629], [-3.68855, 2.39689, 1.43947], [-3.51861, 0.19908, 0.95591], [-2.93561, -0.53958, 0.58741], [-4.93587, -0.07964, 1.08268], [-5.55246, -0.36981, -0.24634], [-5.83465, 0.44376, -1.30461], [-6.36396, -0.39335, -2.31663], [-6.36018, -1.65072, -1.79910], [-5.86763, -1.64801, -0.54961], [-6.67160, -2.59393, -2.20172], [-6.70018, -0.09654, -3.28870], [-5.68714, 1.50321, -1.34741], [-5.38450, 0.81462, 1.52437], [-5.08405, -0.93854, 1.74327], [-0.72106, 0.64088, 1.69856], [0.73047, 0.52587, 1.23290], [1.24769, 1.48301, 1.35302], [1.26714, -0.22901, 1.81072], [-1.15623, -0.35655, 1.70703], [-0.75186, 1.03813, 2.71508], [-1.23521, 2.59642, 0.94978], [0.69380, 2.09039, -0.88929], [0.34865, 0.78838, -2.05157], [3.55985, -3.74156, -2.03492], [3.99652, -1.68811, -3.17306], [4.18171, -0.93747, 0.41576], [4.17031, 1.29563, 1.36561], [4.88944, 3.54248, 1.54129], [3.16905, 3.34685, 1.98118]],
  "atomic_forces_ev_per_a": [[0.066, 0.052, 0.234], [0.016, -0.088, 0.045], [-0.078, -0.121, -0.338], [-0.044, -0.144, -0.155], [0.017, 0.288, 0.191], [0.156, -0.030, -0.301], [0.128, 0.396, 0.192], [0.012, -0.126, 0.200], [0.042, 0.211, 0.172], [-0.029, 0.104, -0.084], [-0.013, 0.000, -0.152], [0.015, -0.529, 0.159], [0.420, -0.081, -0.307], [-0.740, 0.447, 0.258], [0.179, 0.021, -0.397], [0.279, -0.008, -0.216], [-0.754, -0.175, 1.098], [0.261, 0.448, -1.022], [-0.030, -0.111, 0.139], [-0.035, 0.068, 0.043], [-0.031, -0.013, 0.068], [-0.039, -0.037, 0.119], [0.491, -0.147, 0.115], [0.200, -0.020, 0.160], [0.052, 0.194, -0.122], [-0.036, -1.071, -0.265], [-0.484, 0.144, -0.569], [0.205, 0.140, -0.008], [-0.088, 0.126, -0.075], [-0.046, -0.019, -0.031], [-0.211, -0.088, -0.017], [0.675, 0.097, 0.017], [-0.283, 0.412, 0.065], [-0.136, -0.507, 0.045], [0.045, 0.118, 0.015], [-0.062, -0.096, -0.090], [-0.048, 0.873, -0.155], [0.124, -0.293, 0.592], [-0.033, -0.554, 0.065], [-0.238, 0.355, -0.780], [0.123, -0.254, 0.428], [-0.010, -0.171, 0.040], [-0.093, -0.022, -0.221], [0.056, 0.251, 0.063], [0.021, -0.223, -0.027], [-0.066, 0.134, 0.000], [0.153, 0.096, -0.005], [-0.265, -0.152, 0.600], [0.074, -0.098, -0.020], [0.086, 0.134, 0.175], [0.024, 0.118, 0.160], [-0.012, -0.022, 0.030], [-0.141, -0.076, 0.010], [0.046, -0.091, 0.004], [-0.007, 0.275, -0.039], [0.001, -0.028, -0.144], [0.025, -0.102, -0.094], [0.044, -0.045, 0.069], [0.024, 0.047, 0.093], [-0.043, -0.008, -0.007], [0.033, -0.001, -0.025]]
}

=====

Record 4
{
  "formula": "C24H27N3S2W",
  "method": "wB97M-V/def2-TZVPD",
  "s_squared": 2.023,
  "spin_multiplicity": 3,
  "elements": ["W", "C", "N", "C", "C", "N", "C", "C", "C", "C", "C", "C", "C", "S", "C", "C", "C", "C", "C", "C", "S", "H", "H", "H", "H", "H", "H", "H", "H", "H", "H", "H", "H", "H", "H", "H", "H", "H", "H", "C", "C", "C", "C", "C", "C", "C", "C", "N", "H", "H", "H", "H", "H", "H", "H", "H", "H"],
  "coordinates": [[-1.06411, -0.04806, 0.10873], [0.30203, -3.10852, 0.03683], [0.55549, -1.70188, 0.41746], [1.61394, -1.06977, -0.39684], [1.18000, -0.86077, -1.84326], [-0.28177, -0.55113, -1.98095], [-0.49346, 0.66389, -2.82759], [-0.99340, -1.65090, -2.67833], [-0.44614, -2.21587, -3.82657], [-1.12021, -3.21289, -4.50929], [-2.36288, -3.63153, -4.04880], [-2.92395, -3.04141, -2.93601], [-2.25976, -2.02794, -2.23138], [-3.02285, -1.23965, -0.87663], [0.90753, -1.63675, 1.84290], [2.18015, -1.99424, 2.26977], [2.51118, -1.93648, 3.61362], [1.55563, -1.52814, 4.53267], [0.28223, -1.19074, 4.11017], [-0.06491, -1.24511, 2.76178], [-1.70957, -0.90700, 2.22778], [1.19881, -3.71459, 0.19593], [-0.00248, -3.16506, -1.00633], [-0.51132, -3.48702, 0.65338], [2.53452, -1.66329, -0.40291], [1.83687, -0.11861, 0.08426], [1.40635, -1.75018, -2.42383], [1.76086, -0.04136, -2.26788], [-0.05158, 0.51147, -3.81478], [-0.04201, 1.51990, -2.33537], [-1.56575, 0.82354, -2.92376], [0.50832, -1.87813, -4.21144], [-0.67934, -3.65165, -5.39402], [-2.90092, -4.41538, -4.56614], [-3.89919, -3.34975, -2.58245], [2.92253, -2.31898, 1.55217], [3.50838, -2.20506, 3.93485], [1.80193, -1.47069, 5.58493], [-0.46374, -0.87673, 4.82859], [1.74008, 2.95037, -0.62899], [0.86323, 3.55580, 0.42683], [1.17372, 4.80562, 0.94552], [0.36830, 5.40620, 1.89975], [-0.76748, 4.75260, 2.34585], [-1.11178, 3.49366, 1.86449], [-2.33482, 2.79384, 2.37033], [-0.28024, 2.89195, 0.90373], [-0.58991, 1.61648, 0.45912], [2.65599, 3.52938, -0.74229], [1.23960, 2.94035, -1.59962], [2.01380, 1.92139, -0.39163], [2.06107, 5.31701, 0.59056], [0.62265, 6.38244, 2.29179], [-1.40762, 5.22010, 3.08466], [-2.96853, 3.48940, 2.91973], [-2.07079, 1.96776, 3.03171], [-2.91467, 2.35212, 1.55720]],
  "atomic_forces_ev_per_a": [[-0.039, -0.094, 0.089], [-0.039, 0.008, -0.004], [0.029, -0.096, 0.078], [0.104, -0.034, -0.015], [-0.084, -0.005, -0.016], [0.037, -0.059, -0.347], [0.074, 0.001, 0.104], [-0.071, 0.032, 0.005], [-0.039, -0.007, -0.001], [0.048, 0.010, -0.023], [-0.019, -0.032, -0.017], [-0.034, 0.038, 0.060], [0.107, 0.063, -0.108], [0.005, -0.103, 0.069], [0.120, -0.056, 0.009], [-0.053, 0.017, -0.054], [0.018, -0.010, -0.023], [0.001, 0.000, 0.024], [-0.008, -0.008, 0.075], [-0.021, -0.079, -0.051], [-0.106, -0.065, 0.290], [-0.002, -0.016, 0.000], [0.016, -0.020, -0.003], [0.003, 0.014, 0.008], [-0.029, -0.038, -0.004], [0.002, -0.003, -0.005], [0.021, -0.003, 0.034], [-0.004, 0.018, 0.034], [-0.021, 0.008, -0.016], [-0.028, 0.016, -0.032], [0.011, 0.015, 0.002], [0.003, 0.012, 0.021], [-0.008, -0.006, -0.002], [0.012, -0.001, -0.013], [-0.002, -0.006, -0.004], [0.023, -0.006, 0.018], [-0.001, 0.000, 0.011], [0.009, -0.002, 0.000], [-0.021, 0.006, -0.023], [0.026, -0.046, -0.055], [-0.087, 0.063, 0.141], [-0.025, 0.040, -0.002], [0.030, 0.049, 0.007], [-0.062, -0.123, -0.056], [0.144, 0.190, -0.051], [-0.086, -0.075, 0.031], [-0.032, 0.024, -0.014], [0.041, 0.328, -0.206], [0.008, -0.004, 0.011], [0.005, 0.010, -0.004], [-0.017, 0.000, 0.027], [0.003, -0.004, -0.008], [0.012, -0.001, -0.006], [0.004, 0.008, 0.007], [-0.008, -0.010, 0.012], [0.013, -0.016, 0.010], [0.017, 0.060, -0.017]]
}

=====

Number 1: calculated total energy -49905.20241 eV. Number 2: calculated total energy -37987.93020 eV. Number 3: calculated total energy -52914.41676 eV. Number 4: calculated total energy -53293.25650 eV.